# C4H10O4

A single C4H10O4 molecule in a non-equilibrium geometry (wB97M-V/def2-TZVPD, the Open Molecules 2025 dataset).

* gap between HOMO and LUMO: 10.8 eV
* SMILES string: C[C@@H](O)CC(O)(O)O
* ΔE to the lowest compared entry with this formula, charge and spin: 76.88 kJ/mol
* multiplicity: 1
* E_LUMO: 0.7 eV
* max |F|: 3.52 eV/A

```
18
Properties=species:S:1:pos:R:3:lowdin_charge:R:1
C -0.60823 -0.83360 0.99423 -0.643
C 0.22754 0.97228 -0.61634 -0.385
C 0.56362 0.02472 0.66784 -0.043
C 1.27694 0.87991 -1.71151 -0.058
O -1.78503 -0.17316 1.24748 0.066
O -0.83928 -1.84118 0.07558 0.059
O -1.03208 0.72220 -1.23967 -0.059
O -0.03659 -1.48346 2.26467 -0.016
H -2.07157 -0.37179 2.15484 0.129
H -0.96803 -1.40142 -0.78720 0.112
H -1.69476 1.24052 -0.74404 0.110
H -0.11053 -2.42690 2.04370 0.091
H 0.20792 1.99888 -0.23236 0.133
H 1.43601 -0.59081 0.43284 0.126
H 0.83269 0.71075 1.47443 0.128
H 1.22887 -0.09687 -2.20632 0.086
H 1.08573 1.62557 -2.49122 0.081
H 2.28676 1.04436 -1.32695 0.083
```